Here is C10H18Cl2N2STl as an isolated structure from the Open Molecules 2025 dataset. Energies are from the ωB97M-V functional and the def2-TZVPD basis.

Structure (XYZ):
```
34
C10H18Cl2N2STl, DFT the ωB97M-V functional and the def2-TZVPD basis
Tl -0.4264 -0.7263 -0.3274
Cl -0.1954 -1.3764 2.1209
Cl -2.3446 -1.5744 -1.5644
S -2.1409 1.4792 0.3869
N -1.9614 2.4880 2.8875
N -2.4963 0.3709 2.8616
C 1.8550 1.0931 -1.9188
C -2.2036 1.4312 2.0739
C 2.1591 -0.8892 -3.5451
C 1.6372 0.5375 -3.3590
C 0.6605 -2.7698 -0.5435
C 1.4376 -1.8345 -1.2522
C 1.3652 -1.9311 -2.7513
C -2.2686 0.6413 4.2715
C 0.8401 0.8180 -0.8743
C -1.9488 2.1315 4.2998
H 1.9243 2.1899 -2.0193
H 2.0830 -1.1571 -4.6017
H -1.4489 0.0265 4.6553
H 2.1834 1.1876 -4.0576
H -0.0507 -3.3850 -1.0998
H 2.8181 0.7300 -1.5352
H -1.6530 3.3844 2.5221
H 2.2488 -1.2695 -0.7847
H -2.7203 2.6886 4.8417
H -2.4349 -0.5777 2.5003
H 0.5759 0.6012 -3.6245
H 0.2945 -1.9017 -3.0424
H 0.5384 1.7431 -0.3138
H -0.9686 2.3421 4.7400
H 3.2207 -0.9497 -3.2564
H 1.7258 -2.9438 -3.0228
H 0.8715 -3.0292 0.4925
H -3.1764 0.4314 4.8402
```

Energy above the lowest of the compared OMol25 structures with the same formula, charge and spin in kJ/mol: 103.7
Kohn-Sham gap (alpha / beta) in eV: 4.30 / 4.30
Highest occupied orbital energy (alpha / beta) in eV: -1.49 / -1.49
F_max in eV Å⁻¹: 3.8
Spin multiplicity: 1
Total charge: -1

=====

Here is a 2-piece molecular cluster, C6H14O overall from the Open Molecules 2025 dataset. Energies are from the ωB97M-V functional and the def2-TZVPD basis.

Structure (XYZ):
```
21
C6H14O, DFT the ωB97M-V functional and the def2-TZVPD basis
O 0.9667 -1.5780 -3.1590
C -2.3349 0.0210 -0.2498
C -0.0961 -0.8518 1.8273
C -1.4724 0.8267 0.6585
C -0.1585 0.0565 0.8577
C 0.9172 0.2210 -0.1850
C 2.2295 0.8390 0.3856
H -2.2766 0.2478 -1.2453
H 0.3575 -1.5669 -2.5575
H -3.4141 0.2593 -0.0661
H -2.1521 -1.0207 -0.4824
H 0.6901 -1.2995 2.2299
H -1.9525 0.7477 1.6497
H 2.0889 1.7338 0.9536
H 0.4902 0.8261 -0.8862
H 1.5050 -0.8708 -3.1177
H 2.9825 1.1336 -0.3934
H -1.2730 1.9089 0.5100
H -1.0381 -1.0207 2.4183
H 1.2761 -0.8228 -0.4256
H 2.6648 0.2100 1.2774
```

Energy above the lowest of the compared OMol25 structures with the same formula, charge and spin in kJ/mol: 309.0
Kohn-Sham gap in eV: 9.98
Highest occupied orbital energy in eV: -9.13
SMILES string: C=C(CC)CC.O
F_max in eV Å⁻¹: 7.9
Spin multiplicity: 1

=====

Here is a 7-piece molecular cluster, C6H26NO7 overall from the Open Molecules 2025 dataset. Energies are from the ωB97M-V functional and the def2-TZVPD basis.

Structure (XYZ):
```
40
C6H26NO7, DFT the ωB97M-V functional and the def2-TZVPD basis
O 3.7199 1.2975 0.8972
O -2.7009 -0.0172 2.3211
O 2.0526 0.6209 -2.3245
O 0.4458 2.1285 1.7899
O -0.3260 -0.3305 2.0907
O 2.7209 -1.2713 0.5333
O 0.4654 -2.7566 1.8540
N -1.0751 1.5354 -1.4579
C 0.7328 2.0574 0.5005
C -0.8589 -1.2385 -2.0265
C -0.3236 -1.8414 -0.6952
C -2.2294 -0.5897 -1.7644
C -0.3073 2.4922 -0.5744
C -2.1138 0.6278 -0.8645
H -0.0849 -0.5148 2.9808
H -0.9439 -2.0697 0.2046
H -0.3789 1.0174 -1.8071
H -0.1119 3.2605 -1.2982
H 1.5814 2.8052 0.3307
H 0.1038 1.1976 2.1109
H -0.1934 -3.4052 1.6751
H 0.0753 -1.6919 1.8423
H 2.7735 -2.1070 0.1004
H -2.7960 0.8327 2.4295
H -0.0414 -2.8384 -0.9888
H -2.9004 -1.2604 -1.3115
H 1.4581 -0.1917 -2.1863
H 2.5140 0.7173 -1.4778
H 2.0948 -1.2901 1.2407
H -3.0877 1.1889 -0.7388
H -1.1306 -1.9988 -2.8338
H -2.4782 -0.2542 -2.7803
H 0.7301 -1.6045 -0.5700
H -0.1444 -0.5034 -2.3615
H -1.7177 0.4571 0.1567
H -1.7577 -0.5287 2.3173
H 0.9036 1.0038 0.1279
H -1.1010 2.9370 0.0834
H 3.4530 0.3461 1.1171
H 2.9782 1.7806 1.3573
```

Energy above the lowest of the compared OMol25 structures with the same formula, charge and spin in kJ/mol: 424.6
Kohn-Sham gap in eV: 8.20
Highest occupied orbital energy in eV: -5.06
F_max in eV Å⁻¹: 9.2
Spin multiplicity: 1
Total charge: -1

=====

Here is a 2-piece molecular cluster, C2H3FO2 overall from the Open Molecules 2025 dataset. Energies are from the ωB97M-V functional and the def2-TZVPD basis.

Structure (XYZ):
```
8
C2H3FO2, DFT the ωB97M-V functional and the def2-TZVPD basis
F -0.2022 -0.0955 -2.5250
O -1.1270 -0.7966 0.4493
O 0.3279 1.7417 -1.5943
C 0.0054 -0.3189 0.6339
C 0.5683 0.5348 -1.5980
H 0.6792 -1.0704 0.8585
H 0.2629 0.7650 0.6751
H -0.4621 1.8348 -2.1951
```

Energy above the lowest of the compared OMol25 structures with the same formula, charge and spin in kJ/mol: 331.5
Kohn-Sham gap in eV: 10.07
Highest occupied orbital energy in eV: -9.86
F_max in eV Å⁻¹: 4.3
Spin multiplicity: 1

=====

Here is C22H68N4O10 as an isolated structure from the Open Molecules 2025 dataset. Energies are from the ωB97M-V functional and the def2-TZVPD basis.

Structure (XYZ):
```
104
C22H68N4O10, DFT the ωB97M-V functional and the def2-TZVPD basis
O -3.3442 4.2930 -2.8877
O -1.0172 -1.9490 0.4953
O -1.1462 0.2870 -4.5527
O 3.2008 -3.1300 0.1453
O -4.4442 1.0110 0.4363
O 2.3878 -4.7880 4.6953
O -1.9812 -7.4310 -1.3707
O 3.3788 3.5790 -2.8617
O 3.3238 -0.3250 0.3013
O 1.4168 1.2820 3.5453
N -3.4942 -1.9190 -1.5477
N -1.8112 1.7890 5.0893
N 0.5218 3.9750 -0.6917
N 0.8868 1.2480 0.9493
C -0.0802 0.3170 -1.0357
C -3.9452 -0.6010 -1.3257
C -4.5742 1.2400 1.8283
C 0.2508 -0.0030 -4.9877
C 2.6198 3.5140 -1.6897
C 4.7358 3.0340 -2.7607
C 0.9488 4.9740 -2.9347
C 4.5938 -0.1050 -0.2507
C -0.2112 0.4150 0.4213
C -0.0342 -1.1000 0.9433
C -5.1602 -0.2010 -2.1847
C 0.3598 1.1180 4.4063
C -0.1752 3.5850 4.4503
C 1.9798 -3.9840 3.6573
C -0.7522 -6.9150 -1.4487
C 2.8738 -3.8760 -1.0447
C -0.9102 -3.3820 0.7073
C -4.1142 -0.3600 0.1773
C 2.3608 0.2660 3.7053
C -2.6582 3.0340 -2.7077
C 1.1208 3.7720 -1.9847
C -0.7152 2.2000 4.3523
H 0.6998 1.0620 5.5083
H 2.4898 -3.3230 -1.8777
H 0.7328 1.2960 2.0393
H 0.6048 -0.7300 -4.1917
H 1.3128 5.8960 -2.7357
H 5.3548 -0.1330 0.5823
H -1.7442 -3.8290 0.3553
H 2.5348 0.1230 4.7753
H -0.8372 -3.4370 1.8263
H -1.1042 2.0990 3.2103
H -0.0442 4.9840 -3.2287
H -0.3722 1.2020 -1.4057
H 0.2948 -0.3940 -5.8547
H -5.5022 0.7910 -1.8097
H -1.1162 0.7810 0.7073
H -4.8312 -1.0860 0.6823
H -1.7012 2.9060 -3.2437
H -0.7192 -0.2770 -1.7387
H -0.7502 -5.8880 -1.5437
H -0.8912 4.3550 4.0813
H -4.8372 2.2960 1.9143
H 0.9108 -3.4470 3.8503
H 1.0938 -1.5160 0.6823
H 0.0218 -0.8810 2.1793
H 2.5698 2.4990 -1.1667
H -0.1092 -7.1320 -0.6227
H 0.2208 3.6940 5.4293
H 4.5668 1.9010 -2.7467
H -2.5502 2.9160 -1.7427
H 1.2138 4.7820 -3.9177
H 4.5848 0.8060 -0.8437
H 3.7648 -4.6670 -1.1817
H -2.6582 -2.1580 -1.0157
H 4.8428 -1.1410 -1.1367
H -1.8672 -0.2080 -4.9787
H -5.2832 0.5930 2.2703
H -1.4312 1.5030 5.8833
H 5.2648 3.1490 -3.6567
H -0.4322 -7.6010 -2.2127
H -0.0502 0.0900 4.3843
H 0.8028 3.0740 -0.0437
H 1.6038 0.8130 0.6663
H 3.1418 0.5160 2.9153
H 3.2558 -1.2490 0.1693
H -3.4452 4.3220 -3.8747
H -5.1942 0.0140 -3.2727
H 3.3078 -5.1880 4.5253
H -3.2632 2.2880 -3.1837
H -4.1332 -2.7330 -1.5887
H 2.0248 -0.7770 3.4723
H -0.4532 3.7570 -0.8457
H 5.4718 3.2610 -2.1147
H 3.0928 4.1660 -1.1757
H -3.2212 -0.4960 0.8253
H -2.2212 0.9400 4.6593
H -3.7252 1.2860 2.5903
H 1.9888 -4.5430 -0.8107
H 3.8768 -3.8050 0.5823
H -3.1622 0.1390 -1.7127
H 1.6798 -4.5910 2.7753
H 2.5568 -3.1880 3.3873
H 0.8088 0.9280 -5.1497
H 0.0008 -3.7440 0.1253
H 0.7808 3.7780 3.8883
H -5.9522 -0.7110 -1.9657
H -2.0392 -8.1440 -0.7437
H 0.7918 2.9040 -2.3607
H 0.9898 0.2470 -1.2907
```

Energy above the lowest of the compared OMol25 structures with the same formula, charge and spin in kJ/mol: 1255.8
Kohn-Sham gap in eV: 8.06
Highest occupied orbital energy in eV: -8.26
F_max in eV Å⁻¹: 10.7
Spin multiplicity: 1

=====

Number 1: E_tot -1992.33871 Eh. Number 2: E_tot -312.13733 Eh. Number 3: E_tot -825.56427 Eh. Number 4: E_tot -328.22878 Eh. Number 5: E_tot -1849.80615 Eh.